# 1
13
Properties=species:S:1:pos:R:3:forces:R:3 method="wB97M-V/def2-TZVPD" s_squared=0.75 lumo_ev="-4.52 / -9.17" total_charge=+1 multiplicity=2 fmax_ha_per_bohr=0.0449 e_homo_ev="-15.48 / -15.46"
S -2.148696 1.065450 1.068180 -0.8 -1.3 -0.4
S -0.337845 1.171356 1.830257 0.9 1.7 -0.7
H -1.933754 1.402283 -0.251109 0.4 0.7 0.3
H 0.115165 -0.085514 1.759797 -0.4 -1.5 0.5
H 0.086989 1.678440 -1.798891 -0.4 -0.2 -0.5
H -0.128898 0.204171 -1.881641 0.2 -0.4 -0.1
O -0.549436 1.023662 -2.140925 -0.1 0.8 0.7
H 1.859987 -0.941200 -0.132561 -0.2 0.1 -0.1
H 1.960332 0.556768 -0.166655 0.4 0.5 -0.2
O 1.338433 -0.146767 -0.344217 0.7 0.0 0.0
H -0.519296 -2.451840 1.114577 0.6 -0.2 0.4
H -0.008382 -1.572996 0.020210 0.7 -0.4 1.3
O 0.265400 -1.903814 0.922977 -2.0 0.0 -1.2

---

# 2
12
Properties=species:S:1:pos:R:3:forces:R:3 method="wB97M-V/def2-TZVPD" s_squared=0.75 lumo_ev="3.72 / 3.77" total_charge=-1 multiplicity=2 fmax_ha_per_bohr=0.0245 e_homo_ev="0.82 / -7.03"
O -1.290972 -1.279348 1.548010 0.1 -0.5 0.2
H -1.346810 -0.927165 2.436313 0.0 0.1 0.5
H -2.089286 -0.973040 1.117785 -0.6 0.1 -0.5
O 0.652145 -0.046337 0.237492 1.1 0.5 -0.3
H -0.098939 -0.387514 0.722975 -0.5 -0.5 0.4
H 0.280245 0.279333 -0.582173 -0.2 0.2 -0.5
O -1.824228 0.392088 -2.385165 -0.6 0.4 1.1
H -2.180861 0.471164 -3.269928 -0.3 0.0 -0.8
H -0.961245 -0.003165 -2.508708 0.8 -0.4 -0.2
O 3.003442 0.870281 1.279131 1.0 0.4 0.5
H 2.189566 0.679207 0.812929 -1.0 -0.4 -0.3
H 3.666942 0.924495 0.591339 0.1 0.0 -0.1

---

# 3
12
Properties=species:S:1:pos:R:3:forces:R:3 method="wB97M-V/def2-TZVPD" lumo_ev=0.24 total_charge=0 fmax_ha_per_bohr=0.0841 e_homo_ev=-11.65
O -0.561143 1.167030 -1.805465 1.1 3.7 -0.1
H -0.812252 0.298826 -1.750250 -1.1 -3.3 0.4
H -0.728866 1.612922 -0.962757 0.0 -0.4 -0.3
O 2.969305 1.119507 1.291833 3.3 1.7 -0.7
H 3.600874 0.517236 0.864176 -0.7 0.2 0.3
H 2.190088 0.686977 1.462473 -2.5 -1.9 0.4
O -0.241605 0.675391 2.845250 -1.8 1.0 3.8
H 0.296285 0.526167 2.131490 2.2 -0.4 -2.4
H 0.275822 1.034354 3.611230 -0.5 -0.6 -1.4
O -2.112525 -2.591193 -2.919685 -0.9 0.8 -0.6
H -2.944395 -2.140417 -2.711955 0.0 0.1 -0.7
H -1.931588 -2.906800 -2.056340 0.9 -0.9 1.3

---

# 4
12
Properties=species:S:1:pos:R:3:forces:R:3 method="wB97M-V/def2-TZVPD" lumo_ev=0.50 total_charge=0 fmax_ha_per_bohr=0.0052 e_homo_ev=-10.32
O -1.428244 -0.100174 -2.594479 0.0 -0.2 0.0
H -0.986323 0.573251 -3.116619 0.0 0.0 0.0
H -0.805792 -0.299588 -1.870596 -0.1 0.2 -0.1
O 2.121323 1.593984 0.786241 -0.1 0.1 0.1
H 1.484428 2.066177 1.332783 0.0 0.0 0.0
H 2.918138 2.131378 0.806167 0.0 0.0 -0.1
O -1.453915 -1.436635 1.608637 0.1 -0.1 0.0
H -1.445307 -2.038696 2.358605 0.0 0.0 0.0
H -1.916589 -1.909287 0.909023 0.0 0.1 0.0
O 0.318467 -0.254223 -0.410862 0.3 0.0 0.0
H 0.236679 -0.771468 0.397989 -0.2 0.0 0.1
H 0.957135 0.445283 -0.206889 0.0 -0.2 -0.1

---

# 5
12
Properties=species:S:1:pos:R:3:forces:R:3 method="wB97M-V/def2-TZVPD" lumo_ev=-0.28 total_charge=0 fmax_ha_per_bohr=0.0055 e_homo_ev=-11.13
O 1.089749 -1.650350 0.174130 0.0 0.3 0.1
H 1.428083 -0.754947 0.287149 0.0 -0.1 0.0
H 0.667947 -1.849854 1.017499 0.0 -0.1 -0.1
O 0.748192 -2.996593 -2.700109 -0.1 0.2 -0.1
H 1.094077 -2.436155 -1.996360 -0.1 -0.1 0.2
H 0.029739 -2.478809 -3.080522 0.1 -0.1 0.0
O -2.839596 1.157290 0.130863 0.2 0.1 0.0
H -2.620790 1.582835 -0.705811 -0.1 -0.1 0.0
H -2.091681 1.364980 0.702247 -0.2 -0.1 0.0
O 0.759848 2.963527 2.330345 0.0 -0.2 -0.2
H 0.130919 2.544328 1.732257 0.0 0.1 0.1
H 1.603514 2.553747 2.108312 0.0 0.1 0.1

---

# 6
12
Properties=species:S:1:pos:R:3:forces:R:3 method="wB97M-V/def2-TZVPD" lumo_ev=0.53 total_charge=0 fmax_ha_per_bohr=0.0161 e_homo_ev=-11.39
O -0.255611 -1.123150 0.753498 -0.1 -0.2 0.0
H -1.129831 -0.794611 1.005796 0.0 0.2 -0.1
H -0.433890 -2.013186 0.428794 0.1 0.1 0.0
O 3.226628 -1.054810 0.583510 -0.4 0.0 -0.7
H 2.306799 -1.206551 0.298991 0.4 0.1 0.4
H 3.678476 -0.837810 -0.246248 0.0 -0.1 0.4
O -2.522460 0.940283 0.334021 0.1 -0.2 0.4
H -3.366153 1.311142 0.068985 0.1 0.1 -0.1
H -1.820961 1.492079 -0.037352 -0.3 0.0 -0.4
O -0.077202 1.409243 -1.129087 -0.2 0.7 0.1
H 0.274663 0.825770 -1.806688 0.0 -0.2 0.4
H 0.119540 1.051603 -0.254222 0.4 -0.5 -0.4

---

# 7
12
Properties=species:S:1:pos:R:3:forces:R:3 method="wB97M-V/def2-TZVPD" lumo_ev=0.74 total_charge=0 fmax_ha_per_bohr=0.0816 e_homo_ev=-10.74
O -1.386273 -0.102734 0.865300 1.6 1.5 1.4
H -1.357044 0.078110 1.853321 -0.4 -0.6 -1.8
H -0.640014 0.435775 0.555212 -0.2 -0.2 -0.2
O -3.237177 -1.314002 1.536135 -1.6 -3.7 1.1
H -3.032683 -1.204983 0.621159 0.4 0.6 -0.9
H -3.357674 -2.329761 1.562898 0.1 2.5 0.3
O 2.954193 -0.743437 -0.644385 -0.3 3.2 2.6
H 3.114525 -1.575743 -0.952660 0.6 -3.5 -1.6
H 3.180997 -0.819166 0.311233 -0.3 0.3 -1.0
O 1.448730 2.240387 -1.667574 -1.9 0.7 0.4
H 0.546910 2.658250 -1.586906 1.3 -0.8 0.1
H 1.765510 2.677304 -2.453733 0.5 0.1 -0.5

---

# 8
12
Properties=species:S:1:pos:R:3:forces:R:3 method="wB97M-V/def2-TZVPD" lumo_ev=0.16 total_charge=0 fmax_ha_per_bohr=0.0329 e_homo_ev=-10.71
O 0.634125 -0.054893 -0.886897 1.1 0.1 0.0
H 0.330671 0.853692 -0.802601 -0.4 0.5 0.1
H 1.544399 -0.002739 -1.201576 -0.1 -0.1 -0.1
O -1.385630 -1.654594 -1.084037 -1.4 0.8 0.3
H -0.644183 -1.073506 -0.894878 0.3 -0.3 -0.3
H -1.046408 -2.503366 -1.286997 0.6 -1.1 -0.2
O -0.839858 2.168324 0.018595 1.2 0.6 0.3
H -1.345738 1.542236 0.536923 -0.3 -0.2 0.2
H -0.158713 2.535080 0.629671 -0.9 -0.3 -0.5
O 1.217038 -0.837002 1.840012 0.7 -0.8 -0.3
H 1.016641 -0.799591 0.897854 -0.1 0.1 -0.1
H 0.677656 -0.173640 2.233930 -0.6 0.7 0.5

---

# 9
12
Properties=species:S:1:pos:R:3:forces:R:3 method="wB97M-V/def2-TZVPD" lumo_ev=0.04 total_charge=0 fmax_ha_per_bohr=0.0067 e_homo_ev=-11.56
O 0.461683 -1.792522 -0.325104 0.2 0.2 0.2
H 1.294139 -1.944923 0.136179 -0.1 -0.3 -0.1
H 0.159082 -0.941788 0.012053 -0.1 0.0 -0.1
O 3.629339 -0.420639 0.134397 -0.2 0.0 0.0
H 3.663084 -0.143476 -0.788117 0.0 -0.1 0.0
H 2.695746 -0.602176 0.290722 0.2 0.2 -0.1
O -4.285250 -0.667508 -0.026282 0.2 -0.1 0.1
H -3.549599 -0.134056 0.295022 -0.1 0.0 -0.1
H -3.990236 -1.575934 0.103015 -0.1 0.1 -0.1
O -0.313195 2.687206 -0.210110 0.1 -0.1 0.2
H -0.355616 2.552419 0.743317 0.0 0.1 -0.1
H 0.590822 2.983393 -0.365087 -0.1 0.0 -0.1

---

# 10
12
Properties=species:S:1:pos:R:3:forces:R:3 method="wB97M-V/def2-TZVPD" lumo_ev=0.77 total_charge=0 fmax_ha_per_bohr=0.1045 e_homo_ev=-11.09
O -1.272695 0.555051 -0.726921 1.9 -3.0 -4.0
H -1.687271 0.762985 0.045852 -1.7 0.7 3.4
H -1.279998 -0.468905 -0.756412 -0.2 2.5 0.4
O 1.592691 1.224719 -1.462991 0.6 -2.3 -0.6
H 0.650020 1.170082 -1.468973 -1.5 0.0 0.0
H 1.791675 2.096178 -1.246325 0.6 2.3 0.6
O 1.132743 -0.128763 1.113628 -0.5 -3.3 -1.3
H 1.209578 -0.033073 0.149436 0.3 0.6 0.5
H 1.274838 0.677217 1.521104 0.4 2.5 0.9
O -1.340758 -1.702925 0.771419 0.8 1.5 -1.0
H -0.375250 -1.703664 0.866826 -0.3 0.1 0.4
H -1.695573 -2.448903 1.193358 -0.5 -1.6 0.8

---

# 11
12
Properties=species:S:1:pos:R:3:forces:R:3 method="wB97M-V/def2-TZVPD" lumo_ev=0.53 total_charge=0 fmax_ha_per_bohr=0.0729 e_homo_ev=-10.95
O -14.044720 -28.066713 -20.690704 1.2 1.4 -0.8
H -14.464400 -28.831037 -20.412198 -0.5 -3.1 1.0
H -14.855174 -27.570493 -20.788115 -0.3 1.4 -0.2
O -14.912021 -26.884786 -17.171552 -1.8 -2.5 -0.6
H -13.985942 -26.765747 -17.012616 0.8 -0.3 0.0
H -15.102874 -27.889468 -17.291724 0.9 2.8 0.4
O -16.100262 -26.472430 -20.089354 0.3 0.3 -0.4
H -15.729775 -26.396184 -19.202525 -0.2 0.0 0.3
H -17.014994 -26.739852 -20.052311 -0.4 -0.2 0.3
O -18.072201 -27.738971 -22.011533 -3.3 -0.3 1.7
H -17.237609 -27.745479 -22.366018 3.1 0.3 -1.5
H -18.485028 -26.887932 -22.164238 0.2 0.1 -0.2

---

# 12
12
Properties=species:S:1:pos:R:3:forces:R:3 method="wB97M-V/def2-TZVPD" lumo_ev=0.67 total_charge=0 fmax_ha_per_bohr=0.0943 e_homo_ev=-10.51
O -4.245918 3.734743 -3.879802 1.3 -3.1 -0.3
H -4.591722 2.754866 -3.870139 1.1 2.9 0.0
H -3.243993 3.620056 -4.027724 -2.4 0.2 0.4
O 2.349573 0.557506 -0.104836 4.0 2.6 0.8
H 2.568044 1.368812 -0.602513 0.4 -0.4 0.6
H 1.588058 0.329809 -0.517415 -4.0 -1.8 -1.5
O 0.857902 -2.507139 3.050515 0.5 -0.2 -0.7
H 0.472398 -2.441196 3.907230 -0.4 -0.1 1.0
H 0.939658 -3.443137 2.827391 -0.1 0.2 0.1
O 0.871386 -1.316466 0.670020 3.1 -0.4 1.4
H 1.877563 -1.369204 0.962598 -2.8 0.2 -1.5
H 0.557052 -1.288645 1.584672 -0.7 -0.2 -0.2

---

# 13
12
Properties=species:S:1:pos:R:3:forces:R:3 method="wB97M-V/def2-TZVPD" lumo_ev=0.44 total_charge=0 fmax_ha_per_bohr=0.0143 e_homo_ev=-10.43
O -8.287462 -2.841899 -17.307269 0.0 0.3 0.3
H -9.209541 -2.576630 -17.215416 0.1 -0.1 -0.1
H -7.790739 -2.208397 -16.773627 -0.1 -0.1 0.0
O -4.833518 -5.551573 -20.665679 -0.1 0.2 -0.3
H -5.528079 -4.893038 -20.491281 0.3 -0.3 0.4
H -4.010914 -5.060131 -20.585894 -0.1 0.0 0.0
O -7.987542 -2.231793 -21.457116 0.0 0.1 -0.3
H -7.814757 -1.297350 -21.620796 0.0 -0.1 0.1
H -8.122429 -2.615686 -22.332258 0.0 0.0 0.1
O -6.588648 -3.652019 -19.352536 -0.1 0.4 -0.2
H -7.180947 -3.275492 -18.667661 0.2 -0.4 -0.6
H -6.904457 -3.279686 -20.194519 -0.1 0.1 0.5

---

# 14
12
Properties=species:S:1:pos:R:3:forces:R:3 method="wB97M-V/def2-TZVPD" s_squared=0.76 lumo_ev="-3.84 / -11.56" total_charge=+1 multiplicity=2 fmax_ha_per_bohr=0.0568 e_homo_ev="-15.91 / -14.63"
O 0.654581 -0.604390 -0.730135 -0.1 -0.9 -1.1
H 0.280254 -0.353183 0.114263 -0.6 0.3 0.8
H 0.917478 0.223637 -1.131984 0.4 0.6 -0.2
O -0.440788 -2.340408 -2.450146 -0.1 -0.8 -1.8
H -1.309923 -2.432290 -2.059769 -1.3 -0.4 0.4
H 0.024556 -1.745152 -1.862468 1.7 1.4 1.9
O 0.997618 2.159799 0.609349 1.0 0.3 -0.9
H 0.491383 1.586333 1.184759 -0.3 -0.1 0.6
H 0.338116 2.645729 0.114202 -0.2 0.5 -0.2
O -0.475410 0.473252 1.775903 -0.2 -0.9 0.0
H -1.379037 0.571557 2.075938 -0.4 0.2 0.1
H -0.098828 -0.184883 2.360088 0.3 -0.2 0.5

---

# 15
13
Properties=species:S:1:pos:R:3:forces:R:3 method="wB97M-V/def2-TZVPD" lumo_ev=-3.28 total_charge=+1 fmax_ha_per_bohr=0.0396 e_homo_ev=-15.58
Rb 0.489769 -0.314231 -0.896000 0.1 0.0 -0.1
O -0.782231 0.353769 1.589000 -0.5 0.9 0.1
H -1.250231 1.202769 1.658000 0.1 -0.1 -0.7
H -0.731231 0.194769 2.527000 0.5 -0.8 0.7
O -2.048231 1.058769 -1.209000 -0.4 -0.7 0.4
H -2.759231 0.460769 -0.855000 0.9 1.3 -0.3
H -2.071231 1.925769 -0.769000 -0.5 -0.6 -0.2
O 2.962769 1.037769 -1.298000 -0.4 -0.3 0.1
H 2.858769 1.753769 -1.925000 0.3 0.3 -0.2
H 3.836769 1.122769 -0.915000 0.2 0.1 0.0
O -0.144231 -2.718231 0.382000 -0.5 1.4 -0.9
H -0.758231 -2.641231 1.099000 -0.7 0.1 0.6
H 0.396769 -3.437231 0.612000 1.2 -1.6 0.4

---

# 16
13
Properties=species:S:1:pos:R:3:forces:R:3 method="wB97M-V/def2-TZVPD" lumo_ev=0.30 total_charge=0 fmax_ha_per_bohr=0.0670 e_homo_ev=-9.18
Si -0.496914 -1.552627 2.136799 2.8 0.6 -1.5
S -0.964961 0.099911 0.898501 1.7 0.4 -1.0
Si 1.288812 0.558762 0.167168 -2.8 0.7 1.9
S 1.247783 2.304500 -0.997666 0.5 0.7 0.9
Si -0.474034 1.907721 -2.229065 0.5 0.1 2.0
H -0.159784 -1.030763 3.427898 -0.5 -0.2 1.2
H 0.876657 -2.117578 1.715167 -0.6 0.4 0.1
H -1.328472 -2.600174 1.708751 -1.3 -1.1 0.4
H 1.895868 -0.356243 -0.682366 0.5 -1.8 -0.9
H 1.879961 0.575588 1.524094 0.3 0.3 -0.3
H -0.587335 3.271726 -2.699731 -0.5 0.2 -0.6
H 0.201623 0.962097 -3.072992 -0.6 -0.7 -1.0
H -1.445898 1.457273 -1.163902 -0.1 0.2 -1.2

---

# 17
14
Properties=species:S:1:pos:R:3:forces:R:3 method="wB97M-V/def2-TZVPD" lumo_ev=0.34 total_charge=0 fmax_ha_per_bohr=0.0550 e_homo_ev=-7.71
N 1.462855 -0.185297 1.406876 -0.2 0.2 -0.5
N -1.133694 -0.927497 1.219682 0.1 0.4 -0.4
N 0.484893 -1.719760 -1.850985 -0.2 1.6 2.3
Si -0.476817 2.001953 -0.361221 -0.2 0.6 -0.4
Si 0.103088 -0.091587 0.363540 0.3 -2.6 -1.0
H 1.637597 -1.054995 1.886476 0.0 -0.1 0.0
H 2.332099 0.224989 1.110278 0.2 0.1 0.0
H -0.878293 -1.749064 1.743444 0.1 -0.1 0.1
H -2.012031 -1.086768 0.756242 -0.2 0.0 -0.1
H -0.495081 -1.876708 -2.093090 0.0 0.2 -0.1
H 0.828150 -1.024791 -2.513748 -0.1 0.0 -0.1
H -1.535550 1.902871 -1.370026 -0.1 -0.2 -0.2
H -0.984420 2.905260 0.679918 0.0 -0.1 0.3
H 0.667205 2.681394 -0.977386 0.3 -0.1 -0.1

---

# 18
13
Properties=species:S:1:pos:R:3:forces:R:3 method="wB97M-V/def2-TZVPD" s_squared=0.75 lumo_ev="3.13 / 3.16" total_charge=-1 multiplicity=2 fmax_ha_per_bohr=0.0222 e_homo_ev="0.78 / -6.73"
N 3.380897 -2.880453 -1.485172 0.2 -0.6 -0.1
H 2.701681 -2.645106 -0.760298 -0.1 0.1 -0.2
H 3.876005 -3.708411 -1.137205 -0.1 0.3 -0.1
H 2.851296 -3.207430 -2.299079 0.0 0.2 0.4
H -0.357853 -2.014181 1.098122 0.0 0.2 -0.1
H -1.571731 -1.481400 1.900963 0.0 0.6 0.0
O -1.160930 -2.278502 1.577097 0.1 -0.9 0.0
H 1.049875 -0.354562 -1.581821 -0.2 0.4 0.1
H 1.174181 0.499686 -2.815680 0.3 0.0 -1.1
O 0.889561 0.556695 -1.916691 -0.2 -0.4 1.0
H -2.717205 5.061150 2.565526 0.0 -0.1 -0.1
H -3.205743 3.789403 1.869791 0.1 -0.3 0.0
O -3.135711 4.737309 1.761039 -0.1 0.4 0.0

---

# 19
13
Properties=species:S:1:pos:R:3:forces:R:3 method="wB97M-V/def2-TZVPD" lumo_ev=-3.08 total_charge=+1 fmax_ha_per_bohr=0.0291 e_homo_ev=-16.23
O -0.693107 -1.740904 -1.587152 0.8 0.3 0.6
H -0.301500 -2.623413 -1.672157 -0.3 0.3 0.0
H -1.527102 -1.692619 -2.029535 -0.8 -0.4 -0.6
O 0.126677 2.835042 -0.493666 0.0 -0.6 0.1
H -0.337021 3.663030 -0.313675 0.2 -0.1 -0.2
H 0.655579 2.927158 -1.296353 -0.2 0.3 0.2
O 0.566360 -1.223633 2.123170 -0.2 0.2 0.3
H 1.387942 -1.663051 2.345682 0.5 -0.2 -0.5
H 0.237254 -1.033481 3.003652 -0.6 0.2 0.2
O 0.026145 0.126685 -0.045120 0.4 0.1 1.4
H -0.008740 1.111691 -0.038672 -0.4 0.5 -0.8
H 0.087235 -0.239193 0.889730 0.4 -0.4 -0.3
H -0.404757 -0.510340 -0.693799 0.0 -0.2 -0.4

---

# 20
13
Properties=species:S:1:pos:R:3:forces:R:3 method="wB97M-V/def2-TZVPD" s_squared=0.75 lumo_ev="-8.07 / -15.28" total_charge=+2 multiplicity=2 fmax_ha_per_bohr=0.0158 e_homo_ev="-19.36 / -19.36"
O -3.273967 -1.063345 1.472388 0.0 0.2 0.1
H -3.966002 -1.732619 1.386400 0.1 0.0 0.0
H -3.628360 -0.300112 1.946441 -0.1 -0.1 0.0
O 3.580980 2.494715 -3.328652 0.1 -0.1 -0.2
H 4.421511 2.190112 -3.800535 -0.1 0.1 0.0
H 2.791176 2.375878 -3.944121 0.1 0.1 0.0
O 1.106981 0.148150 0.946263 -0.3 0.5 0.6
H 2.002135 0.402884 0.700101 0.0 -0.3 -0.2
H 0.944474 0.647060 1.760453 0.1 0.0 0.0
O -1.027816 -1.274256 0.534347 0.2 0.7 0.1
H -0.646289 -2.163548 0.577013 -0.2 -0.1 0.2
H -0.308248 -0.597566 0.746020 0.0 -0.6 -0.4
H -1.996574 -1.127355 1.003881 0.0 -0.5 -0.2

---

Relative energy (zero: lowest compared OMol25 entry of this formula, charge and spin) across the listed records, respectively: 23.5 10.4 38.4 15.2 27.2 18.4 39.7 19.8 28.7 21.2 25.7 39.2 17.6 17.5 5.4 15.2 75.2 17.6 8.2 0.0 kcal per mole.